1.
Entry from the Open Molecules 2025 dataset: a 2-piece molecular cluster, C6H12O overall (wB97M-V/def2-TZVPD).

The calculation puts the HOMO energy at -8.8 eV. The calculation puts the relative energy (zero: lowest compared OMol25 entry of this formula, charge and spin) at 69.2 kcal per mole. As for the total energy: -310.9490 a.u. As for the LUMO energy: 1.086 eV. The value obtained for the strongest force on any atom is 0.287 eV Å⁻¹. For the HOMO-LUMO gap, the calculation gives 9.879 eV. Its SMILES is C1=CCC1.COC.

Last column: Löwdin charge in e.
Positions of all 19 atoms, in Å:
1 C -0.820 0.841 0.870  -0.114
2 C 0.041 1.840 0.678  -0.106
3 C 1.080 1.270 1.620  -0.180
4 C 0.109 0.055 1.764  -0.169
5 H -1.825 0.635 0.517  0.097
6 H 0.015 2.736 0.064  0.097
7 H 2.075 1.044 1.218  0.093
8 H 1.195 1.843 2.545  0.098
9 H -0.248 -0.165 2.776  0.099
10 H 0.501 -0.873 1.324  0.091
11 C -1.364 -1.390 -1.397  -0.135
12 O -0.501 -0.291 -1.471  -0.278
13 C 0.868 -0.584 -1.577  -0.119
14 H -2.381 -0.986 -1.334  0.088
15 H -1.185 -2.008 -0.500  0.089
16 H -1.298 -2.030 -2.287  0.088
17 H 1.433 0.272 -1.184  0.083
18 H 1.152 -1.476 -0.998  0.089
19 H 1.153 -0.734 -2.627  0.088

2.
Entry from the Open Molecules 2025 dataset: a 2-piece molecular cluster, C6H12O overall (wB97M-V/def2-TZVPD).

The calculation puts the HOMO energy at -9.7 eV. The calculation puts the relative energy (zero: lowest compared OMol25 entry of this formula, charge and spin) at 64.8 kcal per mole. As for the total energy: -310.9560 a.u. As for the LUMO energy: 1.106 eV. The value obtained for the strongest force on any atom is 0.391 eV Å⁻¹. For the HOMO-LUMO gap, the calculation gives 10.774 eV. Its SMILES is C1[C@H]2C[C@@H]12.CCO.

Last column: Löwdin charge in e.
Positions of all 19 atoms, in Å:
1 C -2.306 -0.694 1.083  -0.083
2 C -1.359 -1.011 -0.036  -0.244
3 C -1.677 0.166 -0.914  -0.098
4 C -2.766 -0.670 -0.335  -0.192
5 H -2.190 0.250 1.623  0.107
6 H -2.636 -1.529 1.700  0.106
7 H -0.811 -1.919 -0.250  0.137
8 H -1.477 0.056 -1.979  0.107
9 H -1.514 1.177 -0.526  0.109
10 H -3.522 -1.259 -0.832  0.128
11 C 3.146 1.079 0.073  -0.096
12 C 1.917 0.232 -0.187  -0.347
13 O 1.031 0.470 0.886  -0.091
14 H 3.585 0.796 1.035  0.076
15 H 2.853 2.133 0.128  0.076
16 H 3.899 0.956 -0.712  0.072
17 H 2.194 -0.836 -0.254  0.112
18 H 1.459 0.508 -1.152  0.109
19 H 0.173 0.092 0.648  0.013